No. 1
Computed, not measured: a structure of composition C50H40Cl5N3O3P2SZn, with ωB97M-V/def2-TZVPD.

Cartesian coordinates (Å):
1 Zn 0.297 1.999 0.579
2 C 0.615 -4.407 5.021
3 C 0.507 -2.922 4.785
4 C -0.531 -2.392 4.022
5 C -0.628 -1.029 3.797
6 C 0.328 -0.177 4.336
7 C 1.354 -0.677 5.129
8 C 1.435 -2.046 5.344
9 S 0.228 1.543 3.950
10 O -1.167 1.839 3.776
11 O 0.991 2.237 4.948
12 N 0.883 1.697 2.487
13 C 2.250 1.743 2.226
14 C 3.346 1.758 3.105
15 C 4.612 1.838 2.569
16 C 4.802 1.916 1.189
17 C 3.681 1.914 0.396
18 N 2.445 1.810 0.893
19 H -0.112 -4.957 4.424
20 H 0.439 -4.648 6.071
21 H 1.611 -4.772 4.764
22 H -1.278 -3.060 3.604
23 H -1.448 -0.609 3.225
24 H 2.063 0.002 5.587
25 H 2.233 -2.443 5.963
26 H 3.185 1.758 4.172
27 H 5.468 1.860 3.234
28 H 5.787 1.986 0.749
29 H 3.757 1.973 -0.684
30 Cl -1.375 9.199 -0.208
31 C -1.269 7.479 -0.147
32 C -0.057 6.858 0.136
33 Cl 1.355 7.800 0.437
34 C 0.019 5.474 0.165
35 Cl 1.502 4.671 0.527
36 C -1.083 4.637 -0.081
37 O -1.022 3.334 -0.086
38 C -2.298 5.295 -0.343
39 Cl -3.690 4.314 -0.619
40 C -2.389 6.682 -0.382
41 Cl -3.901 7.434 -0.731
42 C 0.658 -2.157 -0.298
43 N -0.722 -2.272 -0.692
44 C -1.628 -1.341 -0.047
45 P -1.539 0.484 -0.423
46 C -1.663 0.623 -2.238
47 C -2.064 1.849 -2.776
48 C -2.152 2.015 -4.150
49 C -1.826 0.966 -5.004
50 C -1.406 -0.246 -4.476
51 C -1.324 -0.420 -3.099
52 C -3.205 0.870 0.192
53 C -3.328 1.362 1.487
54 C -4.588 1.597 2.027
55 C -5.722 1.358 1.266
56 C -5.601 0.870 -0.032
57 C -4.347 0.619 -0.565
58 C -1.260 -3.557 -0.981
59 C -0.614 -4.740 -0.617
60 C -1.156 -5.978 -0.953
61 C -2.353 -6.068 -1.642
62 C -3.008 -4.894 -1.995
63 C -2.472 -3.658 -1.676
64 P 1.300 -0.534 -0.919
65 C 3.070 -0.738 -0.516
66 C 3.426 -0.637 0.830
67 C 4.754 -0.738 1.219
68 C 5.746 -0.925 0.263
69 C 5.402 -1.015 -1.078
70 C 4.070 -0.923 -1.467
71 C 1.199 -0.808 -2.719
72 C 1.166 -2.061 -3.330
73 C 1.053 -2.169 -4.709
74 C 0.978 -1.027 -5.496
75 C 1.008 0.227 -4.901
76 C 1.108 0.331 -3.520
77 H 1.241 -2.947 -0.759
78 H 0.838 -2.207 0.784
79 H -1.539 -1.376 1.049
80 H -2.646 -1.638 -0.271
81 H -2.310 2.672 -2.111
82 H -2.474 2.968 -4.554
83 H -1.894 1.097 -6.077
84 H -1.135 -1.064 -5.132
85 H -0.970 -1.364 -2.702
86 H -2.446 1.585 2.081
87 H -4.672 1.983 3.036
88 H -6.703 1.556 1.678
89 H -6.486 0.689 -0.631
90 H -4.258 0.244 -1.580
91 H 0.306 -4.714 -0.050
92 H -0.633 -6.878 -0.655
93 H -2.772 -7.033 -1.897
94 H -3.944 -4.937 -2.540
95 H -2.991 -2.760 -1.990
96 H 2.662 -0.459 1.581
97 H 5.014 -0.653 2.267
98 H 6.784 -0.996 0.563
99 H 6.172 -1.154 -1.828
100 H 3.812 -0.993 -2.518
101 H 1.212 -2.965 -2.735
102 H 1.015 -3.149 -5.171
103 H 0.886 -1.115 -6.571
104 H 0.937 1.120 -5.509
105 H 1.088 1.309 -3.052

Output
LUMO level: 0.3 eV
frontier orbital gap: 8.128 eV
energy relative to the best compared isomer or geometry (same formula, charge and spin): 54.1 kcal per mole
F_max: 0.0322 Eh/bohr

Mulliken population analysis, charges in e, atoms 1 to 4: 0.248, -1.583, 1.015, -0.791


No. 2
Computed, not measured: a cluster of 2 separate species, C21H18FN2 in total, with ωB97M-V/def2-TZVPD.

Cartesian coordinates (Å):
1 F -2.164 0.779 -5.311
2 C -2.288 1.046 -3.968
3 C -3.509 1.537 -3.509
4 C -3.605 1.890 -2.153
5 C -2.523 1.736 -1.301
6 C -1.266 1.260 -1.769
7 C -0.153 1.226 -0.894
8 C 1.185 1.427 -1.294
9 C 2.231 1.178 -0.350
10 C 3.539 1.534 -0.628
11 C 3.872 2.095 -1.872
12 C 2.876 2.306 -2.837
13 C 1.556 1.994 -2.555
14 C -1.189 0.863 -3.147
15 H -4.343 1.676 -4.194
16 H -4.539 2.289 -1.766
17 H -2.602 2.003 -0.245
18 H -0.342 1.265 0.167
19 H 1.954 0.714 0.595
20 H 4.313 1.389 0.124
21 H 4.901 2.382 -2.086
22 H 3.117 2.734 -3.810
23 H 0.772 2.215 -3.276
24 H -0.270 0.437 -3.546
25 C 1.868 -4.278 2.505
26 C 0.904 -3.154 2.751
27 C 0.739 -2.129 1.804
28 C -0.236 -1.162 2.019
29 C -1.010 -1.208 3.198
30 C -0.842 -2.181 4.174
31 C 0.140 -3.158 3.932
32 N -1.978 -0.224 3.043
33 C -1.777 0.388 1.843
34 N -0.737 -0.159 1.202
35 H 2.064 -4.804 3.441
36 H 1.460 -5.006 1.794
37 H 2.815 -3.919 2.095
38 H 1.330 -2.073 0.887
39 H -1.466 -2.164 5.068
40 H 0.319 -3.956 4.656
41 H -2.716 0.003 3.702
42 H -2.400 1.210 1.514

Output
LUMO level: -5.5 eV
frontier orbital gap: 5.736 eV
net charge: +1
energy relative to the best compared isomer or geometry (same formula, charge and spin): 0.8 kcal per mole
F_max: 0.0428 Eh/bohr

Mulliken population analysis, charges in e, atoms 1 to 4: -0.296, 0.301, -0.427, -0.711


No. 3
Computed, not measured: an isolated molecule of CH4N2S, with ωB97M-V/def2-TZVPD.

Cartesian coordinates (Å):
1 C -0.170 0.612 -0.159
2 H 2.994 -0.846 -0.244
3 H 2.401 -0.006 1.283
4 H 0.768 -1.220 -0.386
5 H 0.514 1.498 -0.305
6 N 2.288 0.105 0.122
7 N 0.907 -0.273 -0.238
8 S -1.751 -0.121 0.089

Output
SMILES: NNC=S
LUMO level: 0.0 eV
frontier orbital gap: 8.554 eV
energy relative to the best compared isomer or geometry (same formula, charge and spin): 87.7 kcal per mole
F_max: 0.0965 Eh/bohr

Mulliken population analysis, charges in e, atoms 1 to 4: -0.158, 0.308, 0.281, 0.200


No. 4
Computed, not measured: a structure of composition C52H60IIrN2O3PSe, with ωB97M-V/def2-TZVPD.

Cartesian coordinates (Å):
1 Ir -0.532 -0.839 -0.047
2 C -0.059 6.451 -2.491
3 C -1.478 5.887 -2.585
4 C -2.455 6.928 -2.029
5 C -1.790 5.625 -4.069
6 C -1.620 4.564 -1.859
7 C -0.534 3.889 -1.311
8 C -0.686 2.602 -0.841
9 Se 0.897 1.501 -0.629
10 C 1.616 1.625 1.179
11 C 2.521 2.628 1.464
12 C 3.260 2.587 2.644
13 C 2.958 1.569 3.555
14 C 2.060 0.554 3.317
15 C 1.425 0.505 2.032
16 O 0.785 -0.533 1.650
17 C 1.846 -0.583 4.301
18 C 2.612 -1.802 3.763
19 C 0.358 -0.930 4.432
20 C 2.374 -0.233 5.696
21 C 4.470 3.462 2.914
22 C 5.686 2.517 2.910
23 C 4.699 4.526 1.842
24 C 4.358 4.173 4.269
25 C -1.919 1.899 -0.906
26 O -2.002 0.678 -0.536
27 C -3.043 2.612 -1.441
28 C -2.853 3.901 -1.877
29 C -4.361 1.876 -1.605
30 C -4.102 0.704 -2.565
31 C -5.465 2.746 -2.206
32 C -4.835 1.364 -0.240
33 H -0.017 7.405 -3.011
34 H 0.225 6.619 -1.455
35 H 0.657 5.781 -2.962
36 H -2.388 7.838 -2.620
37 H -3.483 6.582 -2.063
38 H -2.205 7.168 -0.999
39 H -1.595 6.518 -4.658
40 H -1.160 4.823 -4.449
41 H -2.829 5.347 -4.215
42 H 0.443 4.343 -1.265
43 H 2.662 3.406 0.728
44 H 3.493 1.568 4.487
45 H 2.286 -2.038 2.753
46 H 3.677 -1.591 3.734
47 H 2.451 -2.667 4.401
48 H -0.016 -1.343 3.502
49 H 0.215 -1.674 5.211
50 H -0.223 -0.047 4.686
51 H 3.445 -0.045 5.706
52 H 1.862 0.640 6.093
53 H 2.190 -1.075 6.357
54 H 5.743 1.991 1.959
55 H 6.601 3.085 3.052
56 H 5.615 1.775 3.700
57 H 4.847 4.074 0.865
58 H 3.863 5.219 1.794
59 H 5.595 5.090 2.090
60 H 4.288 3.474 5.098
61 H 5.241 4.788 4.424
62 H 3.480 4.815 4.290
63 H -3.698 4.416 -2.300
64 H -3.728 1.081 -3.515
65 H -3.364 0.030 -2.145
66 H -5.016 0.145 -2.749
67 H -5.191 3.106 -3.195
68 H -6.364 2.145 -2.317
69 H -5.705 3.589 -1.564
70 H -4.092 0.710 0.205
71 H -5.004 2.200 0.435
72 H -5.765 0.810 -0.347
73 O 2.207 -0.355 -2.317
74 N 2.229 -1.560 -1.698
75 C 3.316 -2.000 -1.213
76 C 3.296 -3.314 -0.636
77 C 4.484 -3.996 -0.372
78 C 4.447 -5.325 -0.001
79 C 3.225 -5.969 0.126
80 C 2.041 -5.272 -0.047
81 C 2.053 -3.930 -0.422
82 P 0.509 -2.970 -0.694
83 C -0.580 -4.092 0.269
84 C -0.251 -4.103 1.627
85 C -0.947 -4.891 2.520
86 C -2.011 -5.658 2.069
87 C -2.367 -5.624 0.731
88 C -1.653 -4.853 -0.173
89 C 0.171 -3.305 -2.443
90 C -0.110 -2.221 -3.268
91 C -0.318 -2.415 -4.619
92 C -0.278 -3.697 -5.147
93 C -0.038 -4.782 -4.319
94 C 0.205 -4.589 -2.970
95 H 3.095 0.048 -2.339
96 H 4.260 -1.457 -1.274
97 H 5.425 -3.482 -0.500
98 H 5.363 -5.868 0.166
99 H 3.185 -7.019 0.374
100 H 1.108 -5.792 0.114
101 H 0.576 -3.492 1.967
102 H -0.655 -4.916 3.560
103 H -2.554 -6.283 2.763
104 H -3.197 -6.223 0.385
105 H -1.941 -4.847 -1.215
106 H -0.139 -1.226 -2.836
107 H -0.506 -1.569 -5.262
108 H -0.438 -3.857 -6.202
109 H -0.031 -5.783 -4.728
110 H 0.426 -5.432 -2.331
111 I -2.625 -1.430 2.090
112 C -3.450 -2.223 0.325
113 C -4.675 -2.867 0.346
114 C -5.154 -3.368 -0.853
115 C -4.398 -3.191 -2.002
116 C -3.189 -2.519 -1.908
117 N -2.710 -2.060 -0.758
118 H -5.223 -2.974 1.268
119 H -6.101 -3.885 -0.892
120 H -4.734 -3.576 -2.952
121 H -2.577 -2.339 -2.782

Output
LUMO level (spin up / spin down): -4.6 / -4.5 eV
frontier orbital gap (spin up / spin down): 5.021 / 5.065 eV
net charge: +1
energy relative to the best compared isomer or geometry (same formula, charge and spin): 130.5 kcal per mole
F_max: 0.0837 Eh/bohr

Mulliken population analysis, charges in e, atoms 1 to 4: 2.355, -2.179, 2.160, -1.664


energy relative to the best compared isomer or geometry (same formula, charge and spin) of number 3 (CH4N2S)?
87.7 kcal per mole


Copy entry 3 word for word.
Computed, not measured: an isolated molecule of CH4N2S, with ωB97M-V/def2-TZVPD.

Cartesian coordinates (Å):
1 C -0.170 0.612 -0.159
2 H 2.994 -0.846 -0.244
3 H 2.401 -0.006 1.283
4 H 0.768 -1.220 -0.386
5 H 0.514 1.498 -0.305
6 N 2.288 0.105 0.122
7 N 0.907 -0.273 -0.238
8 S -1.751 -0.121 0.089

Output
SMILES: NNC=S
LUMO level: 0.0 eV
frontier orbital gap: 8.554 eV
energy relative to the best compared isomer or geometry (same formula, charge and spin): 87.7 kcal per mole
F_max: 0.0965 Eh/bohr

Mulliken population analysis, charges in e, atoms 1 to 4: -0.158, 0.308, 0.281, 0.200